# 1
Computed, not measured: a structure of composition C31H47Br2NO3P2PtS2, with wB97M-V/def2-TZVPD.

Computed properties:
Spin multiplicity: 2
Relative energy (zero: lowest compared OMol25 entry of this formula, charge and spin), kcal/mol: 16.9
Molar mass, g mol⁻¹: 962.7
LUMO level (alpha / beta), eV: 2.0 / 2.0
Charge: -1
E, eV: -224127.2741

Each line ends with the Löwdin charge.
CARTESIAN COORDINATES (ANGSTROEM)
Pt1 0.36 -0.63 -0.19  0.501
Br1 4.91 -0.48 2.92  0.787
C1 4.44 -1.47 1.37  -0.658
C2 5.28 -2.58 1.11  -0.192
C3 5.14 -3.30 -0.03  -0.618
Br2 6.34 -4.74 -0.36  0.753
C4 4.12 -2.99 -0.96  -0.200
C5 3.90 -3.69 -2.17  -0.046
C6 2.84 -3.36 -2.96  -0.055
C7 1.97 -2.35 -2.52  -0.131
N1 2.16 -1.66 -1.43  -0.001
C8 3.24 -1.94 -0.64  -0.238
C9 3.42 -1.12 0.53  -0.412
O1 2.24 0.69 2.13  -0.694
H1 6.06 -2.82 1.82  0.086
H2 4.57 -4.49 -2.45  0.075
H3 2.63 -3.88 -3.88  0.106
H4 1.07 -2.11 -3.08  0.117
C10 0.57 -6.07 0.43  -0.076
C11 0.89 -4.84 -0.41  -0.332
O2 -0.24 -3.97 -0.50  -0.402
P1 -0.51 -2.72 0.54  0.142
S1 -2.41 -2.87 1.08  0.140
S2 2.39 0.33 0.67  0.698
O3 0.44 -3.28 1.77  -0.413
C12 0.68 -2.41 2.87  -0.337
C13 1.78 -3.01 3.72  -0.071
H5 1.43 -6.74 0.45  0.070
H6 -0.28 -6.60 0.01  0.075
H7 0.33 -5.77 1.44  0.067
H8 1.13 -5.14 -1.44  0.104
H9 1.75 -4.32 0.00  0.096
H10 -0.24 -2.29 3.44  0.104
H11 1.00 -1.42 2.51  0.058
H12 1.48 -4.00 4.09  0.073
H13 1.99 -2.37 4.57  0.075
H14 2.69 -3.12 3.14  0.059
C14 -5.07 0.68 -1.41  -0.209
C15 -4.57 -0.03 -0.15  -0.207
C16 -3.31 0.66 0.40  -0.221
C17 -2.46 1.28 -0.72  -0.432
C18 -2.61 0.42 -1.99  -0.225
C19 -4.04 0.52 -2.54  -0.192
P2 -0.69 1.37 -0.21  0.862
C20 -0.63 2.18 1.45  -0.433
C21 -1.34 3.54 1.59  -0.193
C22 -1.54 3.91 3.07  -0.202
C23 -0.39 3.37 3.91  -0.201
C24 -0.39 1.83 3.91  -0.184
C25 -1.01 1.27 2.62  -0.214
C26 0.09 2.68 -1.28  -0.410
C27 -0.78 3.89 -1.70  -0.201
C28 -1.22 3.78 -3.15  -0.200
C29 0.00 3.84 -4.09  -0.198
C30 1.22 3.14 -3.48  -0.196
C31 0.79 2.05 -2.50  -0.238
H15 -5.23 1.74 -1.18  0.106
H16 -6.04 0.28 -1.72  0.100
H17 -4.35 -1.07 -0.37  0.076
H18 -5.35 -0.04 0.62  0.108
H19 -2.72 -0.10 0.93  0.036
H20 -3.59 1.44 1.12  0.103
H21 -2.82 2.29 -0.94  0.101
H22 -2.37 -0.61 -1.71  0.095
H23 -1.89 0.71 -2.76  0.080
H24 -4.26 -0.38 -3.12  0.106
H25 -4.12 1.37 -3.23  0.098
H26 0.45 2.35 1.54  0.086
H27 -2.32 3.52 1.09  0.097
H28 -0.75 4.32 1.10  0.104
H29 -2.48 3.48 3.44  0.109
H30 -1.64 4.99 3.17  0.101
H31 -0.44 3.75 4.93  0.100
H32 0.56 3.74 3.49  0.111
H33 -0.95 1.46 4.77  0.106
H34 0.64 1.46 3.99  0.095
H35 -2.09 1.22 2.71  0.098
H36 -0.66 0.25 2.44  0.072
H37 0.90 3.05 -0.63  0.108
H38 -0.20 4.81 -1.57  0.116
H39 -1.65 3.99 -1.05  0.076
H40 -1.92 4.58 -3.40  0.108
H41 -1.75 2.84 -3.29  0.093
H42 0.24 4.89 -4.30  0.101
H43 -0.26 3.39 -5.05  0.102
H44 1.84 3.86 -2.94  0.111
H45 1.85 2.72 -4.27  0.103
H46 1.63 1.45 -2.16  0.082
H47 0.12 1.35 -3.01  0.094

***

# 2
Computed, not measured: a structure of composition C31H47BrN2P2Sn at a distorted geometry, with wB97M-V/def2-TZVPD.

Computed properties:
Relative energy (zero: lowest compared OMol25 entry of this formula, charge and spin), kcal/mol: 40.6
Molar mass, g mol⁻¹: 708.3
LUMO level (alpha / beta), eV: -12.6 / -12.5
Charge: +4
E, eV: -130297.5639

Each line ends with the Löwdin charge.
CARTESIAN COORDINATES (ANGSTROEM)
N1 -6.91 5.37 -6.04  0.126
C1 -6.52 5.86 -4.86  -0.077
C2 -5.52 5.28 -4.08  0.024
C3 -4.82 4.16 -4.60  -0.197
C4 -5.28 3.60 -5.83  0.020
C5 -6.30 4.27 -6.51  -0.079
C6 -3.69 3.61 -3.85  0.016
Sn1 -0.43 3.12 -3.58  1.624
P1 5.28 -0.57 -1.17  1.233
C7 -2.88 2.57 -4.30  -0.175
C8 -2.15 1.64 -3.46  -0.470
C9 -1.13 0.80 -4.11  -0.150
C10 -0.22 0.10 -3.30  -0.132
C11 -0.43 -0.08 -1.90  -0.585
C12 -1.24 0.95 -1.31  -0.161
C13 -1.95 1.90 -2.04  -0.173
Br1 1.18 -0.25 -0.22  0.527
H1 -3.55 3.97 -2.83  0.116
H2 -2.94 2.28 -5.35  0.119
H3 -5.27 5.70 -3.11  0.123
H4 -4.85 2.68 -6.24  0.118
H5 -7.05 6.75 -4.52  0.130
H6 -6.63 3.87 -7.46  0.128
H7 -1.21 0.64 -5.20  0.157
H8 -2.55 2.65 -1.52  0.127
H9 0.67 -0.34 -3.72  0.118
H10 -1.20 1.02 -0.22  0.065
P2 -0.57 -1.92 -1.43  0.887
C14 4.79 1.18 -0.85  -0.370
C15 6.00 2.11 -1.08  -0.140
H11 4.43 1.26 0.19  0.092
H12 3.97 1.42 -1.54  0.072
H13 5.81 3.12 -0.73  0.086
H14 6.88 1.75 -0.55  0.081
H15 6.24 2.17 -2.15  0.086
C16 4.39 -1.07 -2.70  -0.370
C17 5.20 -2.16 -3.40  -0.140
H16 4.32 -0.17 -3.34  0.090
H17 3.38 -1.42 -2.42  0.047
H18 4.89 -2.29 -4.44  0.087
H19 6.28 -1.93 -3.43  0.083
H20 5.10 -3.15 -2.92  0.086
C18 4.37 -1.56 0.09  -0.414
C19 5.12 -1.85 1.39  -0.128
H21 4.11 -2.51 -0.39  0.090
H22 3.42 -1.05 0.31  -0.045
H23 4.51 -2.49 2.04  0.088
H24 6.07 -2.36 1.21  0.087
H25 5.33 -0.93 1.95  0.078
C20 -0.49 -2.95 0.09  -0.361
C21 -1.40 -4.18 0.06  -0.099
H26 -0.71 -2.31 0.95  0.068
H27 0.56 -3.27 0.18  0.085
H28 -2.38 -3.95 0.50  0.085
H29 -1.53 -4.59 -0.96  0.087
H30 -0.93 -4.98 0.67  0.105
C22 0.50 -2.82 -2.59  -0.319
C23 0.00 -3.02 -4.02  -0.098
H31 0.67 -3.80 -2.13  0.109
H32 1.48 -2.31 -2.59  0.065
H33 -0.94 -3.58 -4.06  0.094
H34 -0.13 -2.07 -4.56  0.059
H35 0.76 -3.60 -4.57  0.104
C24 -2.33 -2.07 -1.92  -0.311
C25 -3.26 -1.54 -0.83  -0.103
H36 -2.52 -3.11 -2.17  0.096
H37 -2.46 -1.51 -2.86  0.095
H38 -4.05 -0.93 -1.29  0.095
H39 -3.73 -2.36 -0.28  0.089
H40 -2.74 -0.90 -0.11  0.051
N2 -1.44 1.23 2.46  0.222
C26 -0.89 0.75 3.59  -0.258
C27 0.23 1.39 4.17  0.032
C28 0.86 0.85 5.30  0.011
C29 0.36 -0.32 5.90  0.040
C30 -0.78 -0.94 5.36  0.000
C31 -1.42 -0.41 4.23  0.030
H41 -1.08 2.05 2.00  0.124
H42 -2.28 0.83 2.07  0.123
H43 0.62 2.32 3.71  0.136
H44 1.72 1.35 5.73  0.130
H45 0.86 -0.76 6.74  0.134
H46 -1.19 -1.86 5.80  0.140
H47 -2.33 -0.87 3.81  0.136